Entry 1:
Formula: C17H42N6O9P3
Source: the Open Molecules 2025 dataset
Level of theory: the ωB97M-V functional and the def2-TZVPD basis

Computed properties:
Lowest unoccupied orbital energy: -0.1369 hartree
Charge: +1
E_HOMO: -11.65 eV

Geometry as XYZ:
```
77
Properties=species:S:1:pos:R:3:forces:R:3
O -4.869 4.204 -1.275 2.64 -0.73 0.37
H 3.139 -10.843 0.259 0.00 0.00 -0.04
H 1.273 -4.377 -3.593 -0.04 0.00 0.13
C -7.491 5.485 -2.847 -0.10 0.15 0.13
O 1.696 -8.043 -0.975 0.94 -0.09 0.78
O 2.083 -5.978 -0.043 2.91 0.65 0.45
C 3.706 -6.445 1.723 0.02 0.15 -0.06
P 5.329 3.466 1.484 1.59 -0.32 0.65
H -0.102 -6.241 -4.314 0.00 0.04 -0.01
H -5.467 4.443 1.086 0.03 0.04 -0.22
N 1.762 1.740 1.630 -1.47 -0.09 0.33
O 1.533 -5.784 -2.150 0.74 0.89 0.02
O -5.276 6.355 -2.357 0.46 -0.12 -0.07
H -6.020 6.190 -4.240 0.09 0.11 0.08
H -5.609 4.651 -3.512 0.03 -0.03 0.18
H -0.749 5.484 -1.234 -0.06 0.00 -0.03
H -1.880 4.744 -0.106 -0.01 0.05 0.07
N 6.299 2.451 2.137 -0.37 -0.12 -0.23
H -0.591 2.985 1.989 -0.06 0.10 0.03
C 3.574 2.913 1.565 -0.54 0.74 -0.26
N 2.589 3.777 1.751 -0.19 0.30 0.22
C 1.700 -5.379 -3.511 -0.07 -0.10 -0.25
H -8.047 4.821 -3.510 0.01 0.01 -0.02
C 0.548 -1.780 0.978 -0.80 0.70 0.60
C 2.259 -6.486 1.272 0.21 -0.12 0.55
H -0.592 5.807 0.496 -0.15 0.13 -0.24
C -1.304 5.655 -0.309 -0.01 -0.01 -0.34
O 0.049 4.892 2.168 0.71 -0.41 0.54
C 1.460 3.038 1.795 1.33 0.49 -0.33
O -3.233 6.662 -1.429 1.02 -1.69 0.29
C 2.798 -9.809 0.315 -0.05 0.20 0.08
H 1.248 -7.357 -4.261 0.17 0.04 -0.01
H -7.984 6.458 -2.840 0.00 0.00 -0.04
H 3.655 -9.182 0.576 0.04 -0.05 -0.02
H 0.791 -1.795 -0.084 0.11 -0.14 0.02
H -1.625 7.711 -0.800 -0.11 0.00 -0.16
C 2.192 -9.378 -1.007 -0.07 -0.42 -0.22
H 0.127 0.780 0.760 0.16 -0.05 -0.10
H 5.537 3.687 0.110 -0.48 0.07 -0.02
H -0.505 -1.488 1.074 -0.06 -0.19 -0.28
H -7.546 5.092 -1.832 0.09 -0.14 -0.04
C -4.036 5.553 2.250 0.11 0.10 -0.12
H 1.212 -6.083 -5.490 0.00 0.02 0.00
O -5.058 6.255 0.140 0.98 -0.34 -0.04
N 3.107 1.674 1.462 0.89 -0.07 -0.10
P 2.636 -6.737 -1.405 -8.32 -2.14 -2.27
O 3.245 -7.356 -2.623 3.72 1.08 1.35
C -5.236 5.483 1.323 -0.29 -0.21 0.42
H -3.826 6.583 2.540 -0.01 0.00 0.02
C -2.211 6.860 -0.455 0.48 0.14 0.22
C -6.056 5.623 -3.309 -0.32 -0.11 -0.14
H 4.359 -6.956 1.009 -0.04 -0.11 0.05
H 2.069 -9.734 1.123 -0.01 -0.04 0.00
C 1.325 -0.736 1.729 0.32 -0.77 -0.23
H 1.664 -5.846 1.927 -0.04 0.14 -0.19
H 0.640 -2.746 1.463 0.36 -0.10 -0.26
H 2.740 -0.267 2.891 0.10 -0.22 0.25
H 1.338 -10.018 -1.235 -0.06 0.09 -0.02
H 2.755 -5.296 -3.768 0.02 -0.14 0.03
N 2.349 -1.072 2.395 -0.06 0.63 0.04
H -2.647 7.161 0.499 -0.20 -0.16 -0.04
H 1.832 -7.484 1.359 0.09 -0.06 -0.26
H -3.143 5.152 1.763 -0.02 -0.04 0.04
H 0.104 0.845 2.510 0.14 -0.03 0.11
H -4.221 4.974 3.156 -0.06 0.00 -0.01
P -4.425 5.610 -1.213 -4.79 2.99 -0.71
N 0.248 3.542 1.979 -0.54 -0.51 0.06
H 2.916 -9.513 -1.810 -0.02 0.16 -0.05
H -6.107 5.896 1.834 -0.01 0.08 -0.10
H 4.054 -5.414 1.799 0.00 0.00 0.00
H 5.352 4.726 2.105 -0.72 0.16 -0.40
C 0.977 -6.320 -4.452 -0.18 -0.10 0.03
H 3.818 -6.919 2.698 0.02 -0.04 -0.02
H 6.818 2.846 2.911 0.08 -0.27 0.09
H 3.633 0.817 1.340 -0.23 -0.17 0.02
C 0.756 0.673 1.647 0.12 -0.20 -0.29
H 0.563 5.098 2.966 -0.18 0.24 0.03
```
Positions in Å, forces in eV/Å.

=====

Entry 2:
Formula: C17H43BIN2O10P
Source: the Open Molecules 2025 dataset
Level of theory: the ωB97M-V functional and the def2-TZVPD basis

Computed properties:
Lowest unoccupied orbital energy: 0.0044 hartree
E_HOMO: -8.49 eV

Geometry as XYZ:
```
75
Properties=species:S:1:pos:R:3:forces:R:3
N -3.567 3.112 2.111 -0.11 -0.19 0.03
P -1.315 2.406 -2.603 0.84 -2.17 3.21
H -3.668 1.304 4.825 -0.02 0.10 -0.07
O 2.454 -4.092 -1.051 0.01 0.17 -0.32
O 1.001 0.090 -2.414 -1.92 0.54 0.34
H 1.348 6.562 -1.766 -1.04 0.08 -0.07
H -5.819 4.595 2.464 0.18 0.03 0.07
O -2.884 2.853 -2.913 2.56 -0.21 -0.16
O -1.047 -0.847 -1.433 1.00 1.38 -1.43
C -0.787 -2.601 0.345 -0.23 0.87 0.08
C 2.373 -5.143 -2.011 -0.06 -0.52 0.32
H -3.760 4.971 4.323 0.05 0.15 -0.07
H -0.778 4.496 -4.884 -0.47 0.10 1.10
H 0.625 -0.935 -0.084 -0.95 -0.42 -0.53
C -2.399 0.880 2.662 0.24 0.02 -0.23
H 5.217 -7.204 0.217 -0.13 0.14 -0.02
H -6.844 3.252 2.972 0.01 0.03 -0.02
H 3.457 -6.472 -0.756 -0.18 -0.11 0.04
O -5.460 3.768 4.358 0.05 0.36 -0.18
H -5.351 2.388 1.293 0.00 -0.02 -0.01
H -2.824 1.731 0.730 0.04 -0.07 0.06
H -5.317 5.842 4.228 0.06 -0.04 -0.02
H -3.263 3.537 2.976 -0.06 0.00 -0.01
C 3.486 -6.169 -1.807 0.09 0.50 -0.11
H -2.689 2.811 4.798 -0.25 0.05 0.07
N 4.791 -5.622 -2.173 -0.06 -0.16 0.17
C -5.818 3.633 2.985 -0.13 -0.62 -0.07
O -1.790 1.175 3.912 -0.24 -0.09 -0.05
H -0.242 5.770 -1.402 0.38 0.60 -0.63
C 0.348 5.843 -3.604 -0.92 0.37 1.03
H 3.987 -2.872 -1.760 0.04 0.06 -0.15
H 1.395 5.535 -3.844 -0.92 0.05 0.13
H 5.924 -7.373 -2.244 -0.05 -0.04 0.09
H 3.282 -7.050 -2.422 0.00 -0.01 0.00
H -1.644 5.027 -3.309 0.59 -0.66 -0.45
H 4.397 -5.250 1.045 -0.01 0.02 -0.12
O 6.413 -5.541 0.567 -0.22 -0.16 -0.03
H -3.129 3.484 -2.210 -0.01 -0.31 -0.15
C -0.094 -1.592 -0.655 0.46 -1.65 0.82
H 1.236 0.628 -1.636 0.32 -0.26 -0.30
H 4.879 -4.691 -1.788 -0.04 -0.01 -0.03
H -1.261 -2.067 1.219 0.44 -0.39 -0.94
I -0.628 8.406 -2.023 0.23 -0.72 0.01
H 0.058 6.702 -4.273 0.29 -1.17 0.33
C -4.930 2.612 2.277 0.20 0.46 0.24
O -1.157 0.872 -3.260 -0.47 2.38 0.89
H 2.360 -4.761 -3.037 0.16 0.11 0.05
C 6.082 -6.683 -0.210 0.31 -0.10 -0.12
C -0.698 4.661 -3.774 1.50 1.90 -1.49
H 6.830 -5.884 -2.044 0.02 -0.10 0.05
O -1.054 2.229 -1.108 -0.47 0.72 -2.93
C 5.321 -4.692 0.877 0.31 0.09 0.08
H -2.253 1.490 5.873 0.05 -0.07 -0.08
C -2.660 1.723 4.887 0.34 -0.04 0.04
C -2.584 2.089 1.736 0.00 0.15 0.16
C 0.297 6.434 -2.119 0.93 -0.72 -0.46
B -0.440 0.034 -2.351 0.97 -0.69 1.11
H -1.621 2.600 1.662 -0.02 -0.13 -0.10
C 2.908 -2.859 -1.581 0.08 -0.03 0.10
H 2.700 -2.079 -0.850 0.01 -0.09 0.02
H -1.607 -3.182 -0.160 1.00 0.43 0.39
H 0.535 -2.207 -1.345 -0.61 0.57 0.53
C -4.798 4.982 4.664 -0.08 -0.09 0.14
H 1.417 -5.645 -1.837 0.01 0.01 -0.03
H 2.386 -2.605 -2.510 0.10 0.01 0.02
H 5.186 -3.948 0.090 -0.26 0.03 0.01
H -4.793 5.101 5.748 -0.04 -0.10 -0.03
H -1.708 0.198 2.157 0.02 0.07 0.02
H 5.564 -4.150 1.793 0.07 -0.09 -0.02
H -3.324 0.310 2.808 -0.09 0.11 0.11
C 5.933 -6.416 -1.713 -0.03 0.25 -0.02
O -0.161 3.445 -3.204 -2.95 -1.10 0.25
H 6.927 -7.368 -0.092 0.00 0.06 -0.01
H -4.952 1.695 2.875 -0.20 -0.10 -0.01
H 0.002 -3.271 0.780 -0.74 0.47 -0.62
```
Positions in Å, forces in eV/Å.

=====

Entry 3:
Formula: C17H44BrN16O8S
Source: the Open Molecules 2025 dataset
Level of theory: the ωB97M-V functional and the def2-TZVPD basis

Computed properties:
⟨S²⟩: 0.75
Lowest unoccupied orbital energy (alpha / beta): 0.0013 / -0.0148 hartree
E_HOMO (alpha / beta): -9.17 / -9.17 eV
Multiplicity: 2

Geometry as XYZ:
```
87
Properties=species:S:1:pos:R:3:forces:R:3
H -6.114 -1.191 5.623 0.07 -0.04 -0.01
C -1.706 4.495 -3.493 -0.07 0.10 -0.02
H -0.930 3.924 -5.283 -0.03 -0.01 0.00
H 1.566 -2.332 -4.546 0.01 0.08 0.14
H 3.741 1.342 -1.169 0.26 -0.33 -0.23
S -2.078 -2.405 1.476 0.62 0.47 -0.02
N -1.092 -2.196 7.741 -0.15 -0.25 0.11
N 1.507 7.387 0.395 -0.01 0.08 0.02
H -1.367 -6.208 -4.994 0.01 0.00 0.00
H -3.777 -2.252 3.207 -0.16 0.10 0.14
H 0.186 4.710 -0.799 0.00 0.02 -0.03
C -0.787 -1.587 1.073 0.11 -1.20 -0.12
N -4.378 -1.942 3.948 -0.04 0.21 -0.08
H 8.338 -2.283 -0.471 0.00 0.01 -0.01
H -0.679 3.340 4.873 -0.03 -0.02 -0.01
H -2.138 -6.824 -1.602 -0.02 0.01 -0.02
H -0.091 -2.805 -4.248 -0.10 0.12 0.18
O -1.925 3.368 -3.078 0.03 -0.01 -0.01
H -2.367 -7.126 -3.925 -0.01 0.01 0.03
H -1.021 -3.014 4.641 0.01 -0.02 0.01
C 0.796 -2.394 -3.773 0.08 0.48 -0.01
C -5.707 -1.846 3.674 0.11 -0.01 -0.06
C -1.009 -5.799 -3.038 0.00 -0.01 0.04
H -0.111 -2.159 7.938 0.01 0.11 -0.05
H 1.478 1.328 -0.060 -0.01 0.00 -0.13
C 0.169 -0.291 -0.629 0.59 -0.67 1.21
H -1.232 -1.235 -1.919 0.09 -0.18 -0.05
H 1.858 5.151 -0.758 0.01 0.04 0.01
H 1.037 2.846 -1.853 -0.19 -0.09 0.02
H -1.256 0.232 -3.564 -0.03 0.07 -0.27
H -0.189 3.509 6.522 -0.01 -0.01 0.01
H -1.744 -1.985 8.473 0.01 0.11 -0.02
H 7.223 -3.592 -0.635 -0.03 0.00 -0.02
C 0.501 6.518 0.070 0.03 -0.01 0.00
H 3.889 1.013 -2.945 0.08 -0.20 0.25
H -0.962 5.640 -5.085 -0.02 0.02 0.02
C 3.282 1.445 -2.153 -0.58 0.51 0.03
C 6.608 -1.732 -1.388 -0.09 -0.06 -0.04
C -1.603 -2.507 6.524 0.26 0.02 0.13
O 6.914 -0.563 -1.551 0.03 -0.02 0.03
N -0.574 2.945 5.788 0.06 0.06 0.04
N 5.411 -2.243 -1.793 0.02 0.15 -0.05
C 1.510 0.453 -0.713 -0.90 -0.27 -0.56
C -0.149 -1.277 -1.780 -0.26 0.93 0.24
N 0.903 5.368 -0.547 -0.10 -0.13 -0.03
H -1.820 6.544 -3.083 0.04 0.01 0.02
O -0.670 6.756 0.314 -0.01 -0.01 -0.05
H 3.245 2.522 -2.348 0.01 -0.11 0.01
C 1.816 0.882 -2.155 1.58 2.14 -0.11
C -0.930 1.663 6.107 -0.04 -0.01 -0.04
Br -1.351 0.973 -0.349 0.38 0.02 -0.26
O -0.136 -4.968 -3.233 -0.24 -0.45 0.11
N -1.421 -6.148 -1.784 0.06 0.01 0.05
C -0.505 -0.316 -4.141 0.28 0.93 1.02
N -1.451 0.934 5.077 0.01 -0.12 0.01
H -7.467 -1.336 4.555 0.00 -0.01 -0.02
H 5.143 -3.200 -1.666 0.02 -0.01 0.00
O -2.807 -2.538 6.298 0.06 0.16 0.02
H -1.023 -1.051 -4.750 0.12 0.00 -0.02
N -1.151 4.725 -4.723 0.07 -0.08 -0.05
H -1.573 1.289 4.147 -0.02 0.02 0.00
C 0.931 2.057 -2.598 -0.14 -0.46 -0.56
H 4.767 -1.614 -2.243 -0.13 -0.03 0.05
O -0.792 1.208 7.230 0.04 0.00 -0.02
O 2.691 -1.117 -2.616 0.44 0.24 -0.95
H 1.079 -3.101 -3.008 0.36 -0.02 -0.15
N 7.450 -2.628 -0.781 0.10 0.01 0.06
H 0.059 -2.289 -1.433 0.39 0.15 -0.08
N -1.993 5.610 -2.765 -0.05 -0.08 0.08
H 0.006 0.417 -4.770 -0.05 -0.20 -0.13
N -6.482 -1.419 4.719 -0.14 0.06 0.02
C 0.500 -0.990 -3.155 -0.76 -1.53 -2.10
H 0.312 -2.754 5.712 0.00 0.04 0.03
H -0.975 -5.691 -1.011 -0.02 0.01 0.00
H 2.300 -0.193 -0.326 -0.14 -0.18 -0.24
H -1.724 -0.011 5.276 -0.03 0.01 -0.01
H -2.399 5.475 -1.856 0.05 0.08 0.04
N 1.811 -0.275 -3.084 -0.69 -1.26 2.79
H 2.475 7.213 0.205 0.00 -0.03 -0.01
H -3.966 -1.726 4.842 -0.04 -0.32 0.04
O -6.181 -2.121 2.581 -0.03 -0.01 0.05
N 0.249 -1.135 0.642 -1.10 0.82 -0.42
N -1.646 -6.443 -4.061 0.02 0.00 -0.09
N -0.677 -2.779 5.555 -0.11 0.00 -0.17
H -0.119 1.817 -2.742 0.04 0.16 0.23
H 1.244 8.241 0.849 -0.01 0.00 0.00
H 1.295 2.468 -3.547 0.05 -0.13 0.06
```
Positions in Å, forces in eV/Å.